Density functional theory data (wB97M-V/def2-TZVPD) for a 2-piece molecular cluster, C15H33N2O4P overall at a distorted geometry.

Last column: natural (NBO) charge in e.
Atoms and positions in Å:
C: 1.36019 1.16669 1.29454  -0.73
C: 0.88611 -0.28915 0.78627  0.74
O: 1.68140 -1.25227 0.92046  -0.58
N: -0.46844 -0.36185 0.18670  -0.54
C: -1.08726 -1.60554 0.79333  -0.43
C: -0.42313 -0.57285 -1.29309  -0.23
C: 0.23483 0.64011 -2.11653  -0.41
C: 0.95155 0.13847 -3.49044  -0.42
C: 2.07235 -0.98075 -3.26097  -0.46
C: 3.52161 -0.67096 -3.87990  -0.15
O: 3.55013 0.32390 -4.93955  -0.56
C: 4.06169 1.58481 -4.46604  0.62
O: 3.31073 2.56801 -4.21818  -0.55
P: 4.78410 -0.32824 -2.46726  0.68
C: 4.02518 0.77439 -1.12976  -0.97
C: 4.94344 -2.05146 -1.62876  -0.92
H: 0.44435 1.80193 1.52785  0.24
H: 1.90963 1.65328 0.41180  0.24
H: 2.10464 1.07522 2.15404  0.24
H: -0.96750 -1.52657 1.93656  0.23
H: -0.48945 -2.52108 0.42202  0.19
H: -2.16438 -1.77680 0.46794  0.22
H: 0.08032 -1.58224 -1.48967  0.19
H: -1.52228 -0.65946 -1.64095  0.21
H: -0.53544 1.43797 -2.43532  0.22
H: 1.02007 1.19226 -1.50119  0.20
H: 0.09925 -0.36579 -4.08996  0.20
H: 1.28036 1.06382 -4.06325  0.25
H: 2.18173 -1.12402 -2.11783  0.21
H: 1.71113 -1.97687 -3.68091  0.22
H: 3.89260 -1.65842 -4.35425  0.22
H: 5.18800 1.78996 -4.34132  0.18
H: 4.83174 1.52374 -0.78306  0.25
H: 3.16806 1.40637 -1.54105  0.25
H: 3.74080 0.16722 -0.19869  0.25
H: 5.10722 -2.85928 -2.42437  0.24
H: 5.80566 -2.02878 -0.86847  0.25
H: 3.93373 -2.23137 -1.09202  0.23
C: -4.61638 1.42189 5.25189  -0.25
O: -5.28610 0.28259 4.73777  -0.55
C: -5.55335 0.33539 3.34019  -0.08
C: -4.36195 -0.07164 2.44885  -0.08
C: -3.29258 1.01142 2.32900  -0.62
N: -3.73328 -1.31137 2.91945  -0.83
H: -4.91932 2.34229 4.74450  0.17
H: -3.53512 1.28642 5.18122  0.17
H: -4.86732 1.51205 6.31087  0.19
H: -6.36075 -0.38494 3.17009  0.18
H: -5.95130 1.31769 3.05799  0.17
H: -4.75455 -0.24805 1.44108  0.19
H: -2.67110 1.08904 3.22348  0.20
H: -2.62008 0.78969 1.49471  0.23
H: -3.74389 1.98978 2.14008  0.20
H: -4.42901 -2.05566 2.90805  0.35
H: -3.52862 -1.19096 3.91205  0.36

For the energy, the calculation gives -1342.9986 a.u. The max |F| is 5.076 eV/A. As for the SMILES: CC(=O)N(C)CCCC[C@@H](OC=O)P(C)C.COC[C@@H](C)N.



Density functional theory data (wB97M-V/def2-TZVPD) for a 3-piece molecular cluster, C15H34BF3N7O5 overall.

Last column: natural (NBO) charge in e.
Atoms and positions in Å:
C: 1.36833 4.25106 2.30511  -0.25
O: 1.31499 4.44552 0.88199  -0.71
B: 0.96746 3.41642 0.05534  1.14
O: 1.65488 3.22738 -1.10213  -0.88
C: -0.33646 2.52278 0.36655  -0.41
N: -1.53640 3.19140 -0.27844  -0.49
C: -2.81812 2.47441 0.06066  -0.27
C: -2.70907 0.94320 0.02002  0.06
C: -3.83719 0.38518 0.87923  -0.21
N: -3.69173 0.78349 2.28055  -0.86
O: -1.47974 0.43912 0.51094  -0.55
C: -0.29565 1.04230 -0.04916  0.31
C: 0.88500 0.39279 0.69622  -0.43
C: 2.14510 0.02813 -0.10450  -0.42
C: 3.31902 -0.17699 0.85066  -0.20
N: 4.49946 -0.61546 0.11710  -0.85
C: -0.27438 0.80098 -1.56004  -0.47
C: -0.44002 -0.70537 -1.89110  -0.46
C: -1.79907 -0.99540 -2.41323  0.23
F: -2.19044 -0.31160 -3.50400  -0.31
C: -2.64628 -1.82324 -1.81309  0.67
F: -3.96033 -1.74030 -1.83541  -0.29
F: -2.23608 -2.80142 -1.02506  -0.30
H: 1.43621 3.19898 2.58142  0.18
H: 2.26127 4.75024 2.67474  0.22
H: 0.51029 4.72534 2.78163  0.19
H: 2.57828 3.50014 -1.02561  0.52
H: -0.57177 2.53209 1.43225  0.25
H: -1.60735 4.14026 0.09234  0.44
H: -1.40107 3.28598 -1.28526  0.43
H: -3.55141 2.76908 -0.69131  0.24
H: -3.18780 2.85075 1.01335  0.25
H: -2.92052 0.61774 -1.00082  0.19
H: -4.76284 0.82117 0.48916  0.20
H: -3.89602 -0.70034 0.78173  0.22
H: -2.71528 0.87163 2.53005  0.35
H: -4.11591 0.08371 2.87475  0.40
H: 0.48903 -0.53736 1.10918  0.25
H: 1.17911 0.99824 1.56035  0.20
H: 1.99109 -0.93022 -0.60184  0.22
H: 2.40600 0.77146 -0.85797  0.20
H: 3.04773 -0.92658 1.59677  0.20
H: 3.48126 0.75816 1.41123  0.15
H: 5.24344 -0.90867 0.73908  0.39
H: 4.83672 0.16230 -0.43952  0.35
H: 0.64579 1.16267 -2.00936  0.26
H: -1.06881 1.35415 -2.07052  0.20
H: -0.24628 -1.31072 -1.00955  0.25
H: 0.32171 -0.98768 -2.62373  0.23
C: 6.79462 -3.15291 -2.00859  0.77
O: 7.45651 -3.03584 -0.99205  -0.67
N: 5.67326 -2.39981 -2.22585  -0.86
N: 7.11888 -4.03903 -2.99813  -0.85
H: 5.10597 -2.46999 -3.04826  0.38
H: 5.43395 -1.74835 -1.49617  0.42
H: 7.93683 -4.60236 -2.85982  0.41
H: 6.58609 -4.14625 -3.83945  0.39
C: -4.99264 -2.85540 1.97393  0.78
O: -5.44591 -1.72091 1.91260  -0.69
N: -5.10097 -3.62583 3.09317  -0.84
N: -4.33177 -3.42193 0.92121  -0.85
H: -4.73698 -4.55724 3.15881  0.39
H: -5.58289 -3.23160 3.87938  0.41
H: -4.26699 -2.87774 0.08561  0.40
H: -3.93416 -4.34165 0.94285  0.40

The charge is +1. For the energy, the calculation gives -1675.7887 a.u. The max |F| is 0.914 eV/A.



Density functional theory data (wB97M-V/def2-TZVPD) for a 3-piece molecular cluster, C15H34FNO13P2 overall.

Last column: natural (NBO) charge in e.
Atoms and positions in Å:
C: 5.51270 -0.04646 1.71825  -0.63
C: 5.70994 -1.42927 1.08373  -0.44
C: 4.67020 -1.84843 0.04602  0.20
F: 4.34915 -0.76191 -0.75043  -0.37
C: 3.38401 -2.50349 0.64635  0.35
N: 3.59472 -3.90959 0.66546  -0.83
O: 3.20625 -2.02092 1.99613  -0.50
C: 2.52018 -0.86275 1.92351  0.99
O: 2.31454 -0.12619 2.82431  -0.56
O: 2.03706 -0.67721 0.65177  -0.54
C: 2.04481 -1.99633 0.03839  -0.07
C: 0.80518 -2.73532 0.58766  -0.90
P: -0.74895 -1.79917 0.73855  2.39
O: -1.84720 -2.75773 0.84656  -1.08
O: -0.86647 -0.80069 -0.50017  -0.99
O: -0.63878 -0.87217 2.02603  -1.00
P: 1.88044 -2.00999 -1.80743  2.34
O: 0.80600 -2.88577 -2.28098  -1.08
O: 1.70199 -0.47556 -2.19820  -0.98
O: 3.31604 -2.50066 -2.31679  -0.99
H: 5.07961 -0.11763 2.71495  0.22
H: 4.84335 0.57555 1.12244  0.22
H: 6.46254 0.47905 1.80115  0.22
H: 5.74119 -2.20664 1.84952  0.23
H: 6.67447 -1.46634 0.57404  0.21
H: 5.12908 -2.59752 -0.59879  0.18
H: 2.79500 -4.40771 1.04013  0.38
H: 3.76274 -4.23957 -0.27813  0.38
H: 0.52225 -3.56434 -0.05986  0.30
H: 1.01621 -3.15184 1.57733  0.26
H: -0.47170 0.06415 -0.31804  0.52
H: -0.60098 0.08595 1.87602  0.53
H: 1.14398 -0.42513 -2.98846  0.52
H: 3.29833 -2.65157 -3.27212  0.52
C: -4.68528 -1.33488 -0.26615  -0.27
O: -4.62504 0.08969 -0.19446  -0.56
C: -3.82781 0.66964 -1.21049  -0.09
C: -4.64638 1.15860 -2.38884  -0.09
O: -5.32617 0.12067 -3.06933  -0.55
C: -6.66484 -0.06039 -2.64686  -0.26
H: -5.56054 -1.65806 0.29652  0.18
H: -4.78491 -1.67851 -1.29786  0.17
H: -3.79587 -1.77948 0.18231  0.21
H: -3.06737 -0.04154 -1.54530  0.18
H: -3.31327 1.53373 -0.77425  0.17
H: -3.96646 1.62152 -3.11167  0.18
H: -5.35753 1.92442 -2.05685  0.17
H: -7.32180 0.68634 -3.10768  0.16
H: -6.75683 0.00329 -1.56106  0.18
H: -6.97848 -1.05078 -2.97321  0.19
C: 0.75568 2.08998 0.70508  -0.28
O: -0.63820 2.06342 1.01205  -0.59
C: -1.00986 2.87881 2.11939  -0.09
C: -1.52669 4.23391 1.68905  -0.09
O: -0.55225 5.00018 1.00682  -0.55
C: -0.64807 4.92838 -0.40412  -0.25
H: 0.86390 1.71635 -0.31579  0.18
H: 1.19898 3.08533 0.75491  0.20
H: 1.27090 1.42807 1.39883  0.20
H: -0.16118 2.99278 2.80146  0.18
H: -1.80747 2.35633 2.65423  0.20
H: -1.80921 4.78926 2.58756  0.19
H: -2.42267 4.11504 1.06992  0.18
H: -1.43878 5.58968 -0.77415  0.17
H: -0.84913 3.91036 -0.74603  0.17
H: 0.30473 5.26111 -0.81292  0.19

For the energy, the calculation gives -2407.5396 a.u. The max |F| is 0.835 eV/A. As for the SMILES: CC[C@H](F)[C@@]1(N)OC(=O)O[C@@]1(CP(=O)(O)O)P(=O)(O)O.COCCOC.COCCOC.